Molecular formula: C5H11NOS
Method: DFT, wB97M-V/def2-TZVPD

- HOMO energy (eV) = -7.7
- net charge = 0
- ΔE to the lowest compared entry with this formula, charge and spin (eV) = 6.1311
- gap between HOMO and LUMO (Ha) = 0.303

Positions of all 19 atoms, in Å:
C (1.2661, -1.4372, -0.2952)
C (0.1059, 0.7457, 0.0464)
O (-1.9718, -0.7597, -1.4818)
H (-2.2473, -0.1165, 1.9593)
H (2.9109, 0.5415, -1.1886)
H (1.5451, -1.5903, -1.3949)
H (3.1376, -0.1871, 0.4409)
C (2.6108, 0.6024, -0.1147)
C (1.2265, 0.0628, -0.1386)
H (1.8054, -2.1528, 0.4434)
H (0.1257, -1.8076, -0.2825)
H (-2.0493, -1.8772, 1.2299)
N (-2.5439, 1.4841, -0.3672)
C (-2.3150, -0.7589, 1.1322)
H (2.8174, 1.5264, 0.4860)
S (-1.8089, -0.0482, -0.2673)
H (-2.5078, 1.7982, 0.5539)
H (-2.0248, 2.1038, -0.9939)
H (-0.0826, 1.8706, 0.2327)

=====

Molecular formula: C11H8NO5Zn
Method: DFT, wB97M-V/def2-TZVPD

- HOMO energy (alpha / beta) (eV) = -8.9 / -8.9
- net charge = +1
- ΔE to the lowest compared entry with this formula, charge and spin (eV) = 1.9834
- gap between HOMO and LUMO (alpha / beta) (Ha) = 0.165 / 0.165

Positions of all 26 atoms, in Å:
H (-0.4675, 2.4505, 4.2557)
C (-1.2702, 1.2461, -2.9760)
C (1.8490, 0.7474, -2.3222)
H (-0.7059, 0.8012, 4.8224)
C (1.0409, 0.1384, 0.7894)
C (-1.9020, -1.7601, -1.5596)
C (-1.2173, 0.5161, 0.7120)
C (-0.0892, 0.9414, 2.7436)
H (-2.1517, 0.4798, 0.1118)
H (0.9410, 1.4275, 4.6047)
O (-0.0698, -1.3459, -4.6352)
O (-1.8315, 2.0588, -3.4903)
O (2.0887, -4.1546, -2.0729)
C (1.1076, 0.5091, 2.1178)
H (1.9298, -0.1984, 0.2544)
O (2.7686, 1.3676, -2.4578)
H (2.0712, 0.4823, 2.6468)
H (-2.2431, 1.1943, 2.4988)
C (1.5696, -3.1650, -2.3516)
C (0.1258, -1.2797, -3.4087)
C (-0.0674, 1.4196, 4.1613)
N (-0.0895, 0.1689, 0.0295)
C (-1.2774, 0.8939, 2.0039)
O (-2.8285, -2.3768, -1.3249)
H (1.0256, -2.5576, -3.3175)
Zn (-0.3069, -0.0049, -1.8354)

=====

Molecular formula: C15H37ClO8P3S
Method: DFT, wB97M-V/def2-TZVPD

- HOMO energy (eV) = -3.2
- net charge = -1
- gap between HOMO and LUMO (Ha) = 0.114

Positions of all 65 atoms, in Å:
C (-4.1291, 4.7217, 0.5784)
H (0.8210, -1.9032, 0.0781)
O (-2.3435, 4.4741, -2.9040)
H (1.2637, 4.6273, -3.6040)
Cl (-4.0671, -1.1187, -0.5945)
H (-3.4293, 6.5374, -0.3062)
H (6.0959, -5.0044, 4.3652)
C (1.8902, -2.3543, 1.9057)
H (5.2824, -5.9243, 3.0837)
H (-4.1680, 3.6496, 0.3641)
H (2.6766, -1.9588, -1.0834)
H (-3.4607, -5.1300, -2.2612)
C (-0.1431, 6.2365, -3.7974)
O (-0.1083, 4.5112, -2.0973)
H (4.9799, 0.0231, -1.4827)
S (-4.2281, -3.4328, 2.8310)
H (-2.8129, -1.2112, 2.0654)
H (-2.9155, 1.1887, 1.2859)
C (-3.4181, 5.4670, -0.5347)
H (-1.7200, 0.6305, 0.1011)
C (-3.2969, -2.7717, -0.2076)
O (-2.0560, 5.0776, -0.6364)
H (6.6613, -3.1980, 2.8237)
H (2.2057, -1.8352, 2.8116)
H (-1.1407, 6.5287, -3.4433)
H (1.8021, -0.5674, 0.6922)
H (3.9550, -2.0103, -2.2618)
H (0.2745, -0.9761, 1.4860)
H (-3.9615, -4.8998, 0.3183)
H (-0.3261, 4.0912, -4.1214)
O (-0.7559, 3.2010, -0.3337)
P (-1.5937, 3.8728, -1.6901)
C (6.2169, -4.1016, 2.4013)
H (3.2452, 0.3427, -1.6665)
H (-1.9555, 3.4332, 1.3184)
H (-0.0983, 6.4007, -4.8783)
C (-4.3643, -4.0069, -0.3590)
O (4.5344, -2.4918, -0.3859)
C (-4.4735, -4.6180, -1.9012)
C (-2.3176, 1.4889, 0.4213)
O (2.9791, -2.9787, 1.2412)
O (4.4945, -2.1977, 2.8791)
H (7.0431, -4.6964, 1.9920)
H (0.5615, 6.9123, -3.3121)
C (1.1533, -1.3966, 0.9893)
C (-1.4226, 2.6516, 0.7807)
C (5.4910, -4.9214, 3.4571)
H (-2.9916, 1.7361, -0.4047)
O (5.3449, -3.7816, 1.3245)
C (3.7248, -1.7084, -1.2337)
H (-3.9543, 5.3331, -1.4750)
H (4.5192, -4.4869, 3.7263)
H (3.9555, 0.0974, -0.0543)
H (-1.5570, -3.2662, 1.8927)
H (-3.6094, 4.8524, 1.5323)
C (3.9864, -0.2266, -1.0992)
P (-2.8353, -2.6276, 1.6797)
H (-5.4425, -3.6467, -0.0542)
P (4.5134, -2.3366, 1.3370)
H (-5.2834, -5.4904, -1.8245)
H (-5.1556, 5.0795, 0.6970)
H (1.2030, -3.1493, 2.2119)
H (-4.8788, -3.8266, -2.6747)
C (0.1885, 4.7909, -3.4596)
H (-0.6490, 2.2949, 1.4703)

=====

Molecular formula: C6H11N
Method: DFT, wB97M-V/def2-TZVPD

- HOMO energy (alpha / beta) (eV) = -7.8 / -9.0
- net charge = 0
- ΔE to the lowest compared entry with this formula, charge and spin (eV) = 4.1337
- gap between HOMO and LUMO (alpha / beta) (Ha) = 0.280 / 0.346

Positions of all 18 atoms, in Å:
H (0.0853, -2.2954, -0.4199)
H (1.3527, -1.2749, -1.1120)
H (1.6551, -2.1744, 0.3913)
H (-1.2020, -1.5340, 1.6595)
H (0.6888, 2.3877, 0.5774)
C (0.3715, 1.9574, -0.3785)
H (-1.6589, -0.9203, -1.0068)
H (-1.3614, 0.9271, 0.4160)
H (-0.2251, 2.7001, -0.9114)
H (-0.6176, -0.0074, 2.5464)
C (0.9044, -1.6124, -0.1726)
C (-0.5168, -0.6911, 1.7094)
H (1.2588, 1.7376, -0.9794)
C (0.4223, -0.4361, 0.6641)
N (-0.9214, 0.4400, -2.4892)
C (-0.4365, 0.6891, -0.1338)
H (1.2760, 0.1473, 1.0306)
C (-1.0751, -0.0403, -1.3909)

=====

Molecular formula: C4H2Cl2IN
Method: DFT, wB97M-V/def2-TZVPD

- HOMO energy (alpha / beta) (eV) = -8.3 / -7.8
- net charge = 0
- ΔE to the lowest compared entry with this formula, charge and spin (eV) = 4.3033
- gap between HOMO and LUMO (alpha / beta) (Ha) = 0.249 / 0.212

Positions of all 10 atoms, in Å:
N (-1.0066, -0.2665, 0.1382)
H (2.2483, -0.8750, -0.1220)
C (-1.0868, 0.9801, 0.1603)
H (0.0794, -2.0508, 0.1583)
C (0.1496, -0.9856, 0.0564)
C (1.3308, -0.3016, -0.0845)
Cl (-2.4115, 1.9045, -0.1148)
Cl (2.2776, 2.2262, 0.1978)
C (1.3063, 1.0420, -0.4270)
I (-2.8871, -1.6733, 0.0373)

=====

Molecular formula: C18H28N2O2S
Method: DFT, wB97M-V/def2-TZVPD

- HOMO energy (eV) = -8.1
- net charge = 0
- ΔE to the lowest compared entry with this formula, charge and spin (eV) = 0.5547
- gap between HOMO and LUMO (Ha) = 0.323

Positions of all 51 atoms, in Å:
H (-4.4625, 3.5902, 0.8517)
H (-2.0088, -1.8054, -0.5647)
C (-3.0168, 2.0065, 1.0510)
C (-2.1041, 1.1485, -1.1298)
H (0.5371, -2.3479, 1.1122)
C (2.0473, -1.6459, -0.7896)
H (-2.8998, 2.1317, -2.8719)
C (1.9738, 0.6202, 0.0221)
C (3.3540, 0.7520, -0.1404)
H (-3.3632, 1.7042, 2.0413)
H (5.8874, 0.4642, 1.3192)
C (-1.1919, -3.5427, 1.3343)
C (-3.6830, 3.0972, -1.1033)
S (-3.8364, -0.5122, 0.2773)
H (-1.2286, 1.8024, -1.0759)
H (-1.8129, 0.2501, -1.6801)
H (-1.7923, -1.5892, 2.0084)
H (1.4203, 1.4673, 0.3957)
H (-3.0587, -2.8105, 2.1267)
N (1.4259, -2.8461, -1.1455)
H (0.2558, -0.6086, -0.2141)
O (3.8691, 1.9652, 0.2004)
N (-0.0188, -3.0517, 0.6544)
H (5.1318, -0.2634, -0.8225)
H (-3.4528, -2.7789, -0.2643)
C (3.4184, -1.5037, -0.9745)
H (-1.6825, 0.3366, 0.8305)
H (-4.4976, 3.5887, -1.6384)
H (-2.8528, 3.8048, -1.0313)
H (-4.0776, 1.1717, -1.9669)
H (5.6049, 1.9300, 2.2580)
H (7.0612, 1.7870, 1.2635)
H (3.9864, -2.3298, -1.3768)
H (-2.1772, 2.6961, 1.1794)
C (4.0680, -0.3246, -0.6566)
H (1.8267, -3.3495, -1.9238)
H (-4.9924, 2.0241, 0.2230)
C (1.3290, -0.5522, -0.3046)
C (0.3429, -3.4884, -0.5790)
C (-2.5224, 0.7827, 0.2897)
C (5.2649, 2.1791, 0.1473)
H (5.3718, 3.2668, 0.1867)
H (-0.9094, -3.9324, 2.3182)
H (5.6751, 1.8283, -0.8078)
C (-2.8050, -2.0087, 0.1514)
H (-1.5848, -4.3607, 0.7265)
C (-2.2464, -2.4439, 1.4981)
C (-3.2338, 1.8577, -1.8693)
C (6.0037, 1.5453, 1.3227)
C (-4.1428, 2.7059, 0.2971)
O (-0.2001, -4.4081, -1.1555)

=====

Number 1: electronic energy -19730.96431 eV. Number 2: electronic energy -71669.47113 eV. Number 3: electronic energy -83755.90663 eV. Number 4: electronic energy -7886.39770 eV. Number 5: electronic energy -38810.12975 eV. Number 6: electronic energy -37032.14523 eV.